No. 1
C51H102N3O27 | ωB97M-V/def2-TZVPD

Computed properties:
Net charge ... 0
LUMO level (alpha / beta) ... 0.017 / -0.022 hartree
Highest occupied orbital energy (alpha / beta) ... -8.81 / -9.52 eV
Spin multiplicity ... 4
E_tot ... -114281.512 eV
<S²> ... 3.77

Last column: Löwdin spin population.
Element x y z (Å)
O 2.86547 4.09411 -0.70347  0.000
H 2.97907 3.76003 2.05543  0.000
H -3.45234 -1.82472 -4.66815  0.001
C -5.00834 0.86552 -2.31222  0.000
C 1.77269 -2.39185 5.52507  0.012
H -3.35168 -2.60417 -3.10678  0.001
O -3.09607 2.00335 1.63929  0.000
C 3.51149 -2.86517 -1.11265  0.000
H 8.06776 -0.02457 4.07770  0.002
O 0.66197 4.75089 -1.02852  0.000
H -5.34877 2.66709 -3.46275  0.000
H 3.20325 -2.20284 -0.30370  0.000
N 0.91838 -4.65550 4.66972  0.329
N -5.75696 -0.44723 -4.78349  0.288
H 0.42761 -5.14881 7.17620  0.000
H -2.02706 2.53512 -7.66989  0.000
H 2.76923 -2.82321 5.43043  0.002
H 8.55807 0.76883 0.28839  0.000
H -6.30358 2.83683 -5.82182  0.000
H -5.39087 -3.30873 -4.34772  -0.001
C 1.85053 4.34513 -1.45781  0.000
H -4.39954 0.48796 0.93496  0.000
H -0.74030 4.72253 3.52653  0.000
H 7.76137 1.60940 4.10555  0.002
H -0.24752 2.96444 -7.92280  0.000
H -3.46151 0.87163 -6.13291  0.002
C 1.34970 -3.84202 -1.65453  0.000
O -2.64589 4.99052 -1.05418  0.000
H -7.37315 -1.96214 1.22604  0.000
H 0.80998 5.88632 0.74985  0.000
H 6.54129 -1.08674 5.65782  0.000
C 4.15224 1.26879 1.67010  -0.001
C -0.98922 2.20228 -7.68384  0.000
O -2.18466 3.82415 2.34265  0.000
H -0.70248 -1.96523 6.20010  0.000
H 2.95121 0.51461 -2.59081  0.000
O -4.76665 -4.99387 0.62661  0.000
H 4.24893 -2.38583 -1.75648  0.000
O -4.60836 4.03746 -0.76654  0.000
C 3.33780 3.21918 2.93115  0.004
H -0.76107 -5.26829 -2.30432  0.000
O 5.36611 2.68460 5.13783  0.562
C -5.48131 -0.56116 -2.30449  0.001
C 0.56442 -0.24483 -0.50822  0.000
O -2.97252 2.81185 -1.41884  0.000
C -0.14373 -0.02469 -4.53642  0.000
H -6.55688 -0.43924 -2.17650  0.001
H -3.66536 2.44936 -5.43920  0.001
H -1.36442 -3.38779 2.47387  0.000
C 5.22498 -0.55080 3.08191  0.001
H 1.74145 -1.62763 6.30166  0.001
H 7.48511 0.46447 2.61460  0.000
O 1.75782 4.38002 -2.79863  0.000
C 2.81507 4.03451 -3.67397  0.000
H -6.05162 1.70817 -6.91740  0.000
C -1.61179 2.38555 -1.50183  0.000
O -0.61918 1.51101 -6.46479  0.000
H -2.07943 -0.19013 -0.09942  0.000
H 3.08111 1.07103 1.62943  0.000
H 5.08473 2.62059 -1.01726  0.000
C -4.94465 -3.78831 0.91439  0.000
H 5.96534 -0.03984 1.19870  0.000
H -4.76729 6.24236 -0.43413  0.000
H 0.58508 -3.52477 7.91679  0.000
H 0.67313 4.11367 1.05354  0.000
C -5.69704 1.63424 -3.45856  0.000
H -3.20190 1.06618 -4.48180  0.000
C -1.62165 -1.17931 -0.09085  0.000
H 5.51210 3.61300 1.31592  0.002
H -1.89847 5.68325 2.63692  0.000
H 0.52377 -0.49295 -3.81303  0.000
C 0.11108 -5.74412 2.53368  0.003
H -3.22647 0.00778 2.11623  0.000
H 6.23124 3.84972 2.93533  0.003
H 0.79631 -3.37373 1.42100  0.001
C -5.35009 1.00815 -4.79959  0.021
O 6.80034 1.63203 -1.65827  0.000
H -3.92545 0.80767 -2.42217  0.000
H -1.41584 -3.53999 5.86376  0.000
C -5.16359 -1.27917 -3.60804  0.020
O 5.33691 -0.13502 -1.74374  0.000
C 5.85096 0.45063 4.07673  0.021
H -6.23769 5.28109 -0.25326  0.000
H -2.81700 -5.12898 0.52021  0.000
C 0.38681 -4.40121 3.30290  0.022
C 4.60666 2.28186 2.81585  0.022
H -0.64563 5.01641 0.45213  0.000
O 2.20103 -5.33822 4.68548  0.594
C -6.65736 -2.41506 1.91205  0.000
O 0.57501 0.47816 0.46801  0.000
C 4.99282 -0.06794 1.69014  0.000
H -3.61351 -4.74777 -1.02941  0.000
C -5.15310 5.26446 -0.14610  0.000
C -0.54053 2.25295 -5.33696  0.000
H 2.03807 -4.23249 7.31798  0.000
C -1.14505 -2.51952 4.19816  0.000
C -3.36998 4.04940 -1.10604  0.000
C 7.35642 0.69491 3.67216  0.017
H 9.27553 0.50468 -1.29155  0.000
O 0.49271 -3.73276 -2.65319  0.000
H 4.95659 -0.54646 5.96416  0.000
H -2.27774 4.89712 4.20975  0.000
C -3.09865 2.90149 2.57834  0.000
C -1.79063 4.78264 3.24139  0.000
H -1.81493 -4.42513 3.84232  0.001
O -0.39637 -1.17071 -0.81567  0.000
O 1.22679 -4.51693 -0.63619  0.000
H -0.62530 -1.65862 3.77769  0.000
H 3.01489 0.89440 -0.86899  0.000
C -1.02623 -3.79917 3.42492  0.000
H -2.21265 -2.31719 4.28427  0.000
C -3.86233 0.84045 1.81544  0.000
H 2.83015 2.95264 -3.80602  0.000
C 5.88007 -0.24021 5.47272  0.003
H -4.96100 5.14511 0.92018  0.000
H 5.81324 -1.46729 3.12742  0.000
H 3.96408 -3.78053 -0.73138  0.000
C 5.78763 3.12614 2.25141  0.020
O 7.45467 -0.43749 -0.93804  0.000
H -1.11278 2.49166 -0.53859  0.000
O -0.61087 3.45578 -5.19887  0.000
O -3.77107 2.74406 3.58426  0.000
C -0.61665 -2.85611 5.57795  0.000
C -0.75017 -4.20309 -2.53523  0.000
H -5.20240 -1.01376 -1.35293  0.000
C -5.88769 -2.70514 -3.58814  0.000
H -1.50578 -1.43786 0.96169  0.000
H 2.49994 2.65147 3.33583  0.000
C -3.87815 1.39357 -5.27147  0.012
H -4.63234 0.86415 2.58655  0.000
H 4.35153 1.70512 0.69133  0.000
H -5.16679 1.38726 -1.36841  0.000
H -2.80632 -1.03399 -3.30994  0.000
H 6.23751 0.36390 6.30663  -0.001
C 1.29110 -3.51837 2.38140  0.015
H 3.54828 3.94311 3.71839  -0.001
H 5.11442 2.12167 -2.64936  0.000
C -3.65040 -5.37417 -0.13815  0.000
C 0.96194 -4.19920 7.14788  0.002
C 0.78154 -3.54431 5.72448  0.018
H 4.36136 -0.79091 1.17372  0.000
H 3.73842 4.48469 -3.30944  0.000
H 4.22079 -0.71831 3.47135  0.001
O 1.37451 -0.22301 -1.55860  0.000
O -6.16741 -3.68388 1.49680  0.000
H -6.95190 -2.60973 -3.80364  0.000
H 1.47532 -2.53451 2.81289  0.000
H -3.52540 -6.43604 -0.35003  0.000
H -5.89947 -3.18978 -2.61187  0.000
H 1.99224 1.75766 -1.89090  0.000
C 8.73692 0.01621 -0.47951  0.000
H -7.38555 1.47502 -5.72805  0.000
O 2.42642 -3.12614 -1.97168  0.000
O -5.59297 -1.07916 -6.07670  0.640
H 0.40601 -0.20692 -5.45981  0.000
H -1.02967 2.95396 -2.22719  0.000
H 9.20366 -0.76842 0.11596  0.000
H 6.66443 2.51885 2.02666  0.000
O -0.24129 1.38107 -4.31194  0.000
C 2.34408 0.74122 -1.71436  0.000
H -2.24110 -1.94367 -0.56003  0.000
O -4.14330 -2.85842 0.70134  0.000
H -1.13208 -4.26834 -3.55406  0.000
H -1.13813 -0.44777 -4.67876  0.000
H -6.73818 1.76524 -3.16366  0.000
N 5.05119 1.69159 4.07651  0.343
H 6.12521 3.49631 -2.25305  0.000
C 5.75388 2.54407 -1.87428  0.000
H 1.02563 -6.29342 2.31021  -0.001
H -7.16628 -2.53501 2.86844  0.000
C -3.63605 -1.67679 -3.60397  0.012
H -1.41727 -3.56371 -1.95705  0.000
H -1.43543 1.38034 -1.88467  0.000
H -0.94738 1.53417 -8.54405  0.000
C 6.43193 0.32495 -1.44787  0.000
H -0.51689 -6.33821 3.19760  0.000
H -5.83776 -1.71572 2.07728  0.000
H -0.29351 -5.66366 1.52474  0.000
C -6.33955 1.74836 -5.86689  0.002
H 2.62888 4.66412 -4.54403  0.000
C 0.43837 4.93301 0.37408  0.000
H 1.54157 -1.80751 4.63443  0.000
H 2.16298 -4.11940 2.12312  0.002

---

No. 2
C51H111F9N6O7 | ωB97M-V/def2-TZVPD

Computed properties:
Net charge ... 0
LUMO level ... 0.001 hartree
Highest occupied orbital energy ... -8.19 eV
ΔE to the lowest compared entry with this formula, charge and spin ... 794.04 kJ/mol
SMILES ... CCOC(=O)C(F)(F)F.CCOC(=O)C(F)(F)F.CCOC(=O)C(F)(F)F.CCN(CC)CC.CCN(CC)CC.CCN(CC)CC.CCN(CC)CC.CCN(CC)CC.CCN(CC)CC.CC(C)=O
E_tot ... -102409.852 eV

Last column: Mulliken charge in e.
Element x y z (Å)
H 1.80147 -3.95697 -8.39609  0.313
C 0.66799 -6.56468 8.83852  -0.670
H -6.40704 -8.40317 -2.21464  0.472
C -3.12446 -0.39981 7.41483  -1.266
F 6.58153 3.40152 -7.98016  -0.228
C 3.79071 11.31776 -7.89931  -0.434
N 2.58383 -3.99553 -5.65565  -0.010
H 2.51392 -5.67083 -6.88737  0.441
C 4.12509 11.68103 -9.36929  -1.225
H -6.53898 -9.29179 0.15468  0.306
H -2.62568 0.15165 6.61783  0.286
F 5.27869 2.00422 -9.05158  -0.244
C 1.67981 10.29579 -8.45350  -0.751
H 0.04904 -6.36049 6.03610  0.246
O 8.40579 2.79846 2.54006  -0.555
C 3.19615 9.34985 -0.12685  -1.185
O 0.89272 0.80455 -0.34007  -0.284
H -4.07734 -6.29632 -2.37190  0.307
H 4.58992 12.66115 -9.26246  0.355
C 1.77792 8.64268 -5.95642  -1.293
H 3.36965 11.61751 -10.15247  0.279
O 1.92593 7.98991 1.41847  -0.221
H -8.49324 -7.00822 0.41861  0.312
H -4.20049 -0.22945 7.37954  0.307
H -0.97586 -7.86354 8.33774  0.287
C 6.22612 0.39727 -5.40542  -0.201
H 6.46619 -0.60788 -5.75203  0.295
C 3.37291 -4.54032 -4.52076  -0.330
H -4.76003 -8.88168 -1.74351  0.350
H 4.71838 11.29457 -7.32748  0.477
H -8.13370 -0.88769 -1.57968  0.246
H -1.18630 -6.94033 9.78135  0.413
H 1.39143 -2.35174 -6.00402  0.411
H -4.86179 -7.16118 -3.77491  0.377
H -3.55217 0.53329 12.80744  0.396
C -7.89160 -0.22541 -2.41087  -0.340
F -0.42147 8.30949 2.48050  -0.235
C 3.18152 8.15808 0.81509  -0.140
H -0.03865 -4.21853 -4.77772  0.256
H -7.45457 -1.90785 -3.94233  0.344
H 8.88313 0.31018 2.72447  0.343
H 4.12776 9.37141 -0.69230  0.374
H 3.19175 10.32349 0.36315  0.323
H 2.34837 9.30883 -0.81072  0.307
C -2.99942 1.37671 10.84363  -0.372
H -3.20396 4.40436 8.12710  0.412
C 0.14867 7.10494 2.84631  0.828
H -1.57509 0.08886 8.91424  0.399
C 1.57765 -0.07078 0.45127  0.370
H 1.99926 3.01363 0.28576  0.280
H 3.57936 -8.39915 8.46935  0.419
C -2.68512 2.42844 8.63347  -0.323
C -6.67590 -8.23155 0.36738  -0.456
H -3.39365 2.35570 11.11613  0.276
O 6.18096 1.31291 -6.52723  -0.281
H -2.79406 -0.74264 9.52464  0.343
H 3.86587 -3.65461 -4.11999  0.403
H 8.29923 0.37681 -4.42242  0.313
H 3.70277 9.52552 -5.96239  0.475
H -0.11088 -8.26282 9.84299  0.244
H -6.58866 -8.04244 1.43730  0.401
C -2.65322 0.02729 8.76605  -0.487
H 5.28538 0.49702 -4.86397  0.287
C -8.03675 -1.02750 -3.67002  -1.345
H 3.26769 7.26217 0.20024  0.227
H 4.97137 -6.03547 -4.09687  0.402
C 1.65037 7.09039 2.44732  0.346
H 6.06391 3.48997 1.64970  0.327
C -4.34301 -6.67448 1.50188  -1.426
H 1.20562 -5.61590 -5.75426  0.429
H 2.56948 1.54588 -1.54263  0.303
H -4.59523 -0.42934 -1.94067  0.319
H -8.72470 -8.64489 0.10425  0.334
H 2.74992 -4.76319 -3.65456  0.253
H -4.93217 -2.17791 -0.51316  0.412
H 1.31519 12.38792 -8.00689  0.262
C 7.62164 1.99584 2.03470  0.790
H -0.30579 -2.74767 -3.97378  0.405
C -4.91312 -6.90519 -2.71665  -1.192
C -5.47076 -8.05597 -1.77769  -0.658
C -8.04540 -7.82878 -0.14195  -1.169
H 1.67750 -5.60977 6.09938  0.337
H 2.31766 -2.22628 -4.62996  0.370
H 0.41064 11.35668 -6.93105  0.270
H -6.67420 -2.22826 -0.74179  0.268
N -5.62819 -7.48761 -0.37649  0.093
C 1.81649 -4.98771 -6.40258  -0.531
H -2.64011 2.28292 7.55416  0.309
O 2.79113 -0.17941 0.29517  -0.567
C 1.09042 -4.47563 -7.75305  -1.327
H -1.66446 2.61921 8.96507  0.315
C -5.80874 -1.56583 -0.72549  -1.016
H 2.54030 -7.97892 6.26570  0.431
H 5.45333 1.95088 2.13855  0.274
H -0.07990 11.50302 -8.58200  0.435
C 0.82148 -0.73503 1.51037  0.917
C 5.34366 2.86863 -8.00403  0.962
H -3.58579 4.09566 9.79692  0.335
F -0.46438 -0.44284 1.41494  -0.224
C 5.09183 2.10653 -6.78624  0.281
C 1.44351 3.14746 -0.64232  -1.065
H -6.94684 1.35651 -0.56127  0.404
H -4.66022 0.15337 11.40022  0.332
H -1.92142 1.39268 11.00417  0.358
H -2.87887 -1.44570 7.23073  0.407
F -0.66901 6.13535 2.33538  -0.237
H 0.75644 8.98214 -6.12806  0.270
H -3.43517 -6.12305 1.74652  0.360
F 0.09795 6.97815 4.17074  -0.224
H 0.27218 -3.79640 -7.51379  0.296
N 2.92692 10.12611 -7.79119  0.004
C 2.58657 -8.20026 8.87295  -0.438
H 1.99392 8.32007 -4.93791  0.397
F 1.25672 -0.43544 2.73040  -0.234
H 3.38716 -6.77790 10.33035  0.310
H 7.29004 1.95089 -4.40827  0.325
H 0.28457 -5.73420 8.24574  0.375
H -3.54960 -7.10581 -0.47504  0.378
H -4.26942 1.42023 -1.01214  0.330
H 3.64579 -6.58049 -5.14340  0.301
F 4.39138 3.85081 -8.23927  -0.228
H 4.94855 -5.54583 -5.69648  0.337
C 0.49813 -3.42959 -4.25090  -0.924
C -4.27672 -7.48846 0.24118  -0.489
C 1.51797 1.68048 -1.28902  -0.319
H -4.61819 3.37822 8.58047  0.314
C -5.57530 -0.85310 -2.15976  -0.708
C 4.26469 -5.72681 -4.86721  -1.330
C -6.50012 1.41649 -1.55372  -0.475
H -8.12689 -0.31423 -4.48930  0.276
H 0.92718 -6.08979 9.78477  0.340
H -8.06560 -7.54057 -1.19296  0.318
H -8.98212 -1.57002 -3.67548  0.414
H 1.85288 3.83799 -1.37967  0.381
C -5.09869 1.94012 -1.49185  -1.383
N 1.83092 -7.13624 8.12046  0.027
H -5.93959 -0.74976 -0.01486  0.286
H 2.46347 10.70063 -5.79265  0.397
H -5.50521 -1.46619 -3.05826  0.355
H 2.00940 -9.12405 8.83299  0.362
C 1.10788 -6.49442 5.81471  -1.284
H 6.84442 0.64551 -3.47770  0.316
H 2.01205 -7.91221 10.93859  0.295
H -8.62418 0.58134 -2.43488  0.419
C -3.63526 0.25823 11.75599  -1.273
H -4.58706 -7.41154 2.26693  0.348
H 1.26269 -6.70436 4.75638  0.397
H -3.68531 -8.38582 0.42311  0.378
C 6.23561 2.41907 1.54112  -1.011
C 7.32306 0.86167 -4.43283  -1.054
C 1.69011 -2.95326 -5.14549  -0.813
C 2.88022 -7.74242 10.30176  -1.343
H -4.84364 2.23858 -2.50869  0.318
C 8.05972 0.54617 2.05038  -1.000
H 8.56700 0.41467 1.09462  0.269
H -3.19941 -0.73551 11.65304  0.319
C -0.42984 -7.45284 9.18703  -1.087
O 4.08742 2.19125 -6.11921  -0.545
H 0.53933 -5.20361 -8.34841  0.412
H 0.90521 -8.44793 6.83780  0.372
H 0.93468 -3.84249 -3.34148  0.240
N -6.54636 0.22517 -2.42864  0.050
H 4.88178 11.00200 -9.76227  0.340
H -5.06332 2.73411 -0.74590  0.397
H 6.03667 2.19952 0.49216  0.271
H 3.62878 -8.42692 10.70079  0.447
H 1.99838 7.81035 -6.62479  0.325
H 7.19726 -0.11228 1.94692  0.293
H 0.43299 3.47214 -0.39426  0.308
C 2.74778 9.83320 -6.38833  -0.544
C -3.58479 3.64143 8.80607  -1.322
F 0.96502 -2.06601 1.29023  -0.246
C 1.62735 -7.63593 6.75250  -0.481
H 1.08148 1.71889 -2.28707  0.375
H 1.61096 10.47368 -9.52668  0.315
O 2.46901 6.41232 3.06827  -0.520
H -5.11155 -5.91558 1.64856  0.353
H -7.10904 2.25540 -1.89068  0.429
N -3.25005 1.24430 9.41184  -0.065
H 4.07478 8.07825 1.43462  0.358
H 1.19049 9.32939 -8.33213  0.409
C 0.80203 11.42822 -7.94584  -1.047
H -5.68296 -6.14097 -2.60983  0.306
H 3.32140 12.23579 -7.54566  0.286

---

Question: What is the formula in the second record?
Answer: C51H111F9N6O7

---

Question: The lowest E_tot belongs to which entry?
Answer: C51H102N3O27

---

Question: Look up the E_tot of the first one.
Answer: -114281.512 eV